1.
# C44H72O40S6

A 14-piece molecular cluster, C44H72O40S6 overall in a non-equilibrium geometry (the ωB97M-V functional and the def2-TZVPD basis, the OMol25 dataset).

Last column: Löwdin charge in e.
Element x y z (Å)
O  -12.768  0.339  -12.817  0.091
C  -12.498  -0.305  -11.814  -0.483
O  -12.530  -1.627  -11.993  0.036
C  -12.324  -2.256  -10.724  -0.110
C  -12.633  -1.092  -9.679  -0.156
C  -12.498  0.210  -10.409  -0.078
H  -11.260  -2.485  -10.656  0.122
H  -13.046  -3.048  -10.529  0.114
H  -11.990  -1.045  -8.800  0.102
H  -13.626  -1.076  -9.228  0.097
H  -11.546  0.706  -10.221  0.133
H  -13.323  0.904  -10.253  0.127
O  -13.733  -1.857  5.541  0.067
C  -13.734  -2.945  4.946  -0.404
O  -12.480  -3.585  4.809  -0.030
C  -12.581  -4.686  3.986  -0.173
C  -13.956  -4.423  3.290  -0.100
C  -14.947  -3.735  4.403  0.005
H  -12.456  -5.584  4.591  0.127
H  -11.677  -4.553  3.393  0.109
H  -14.413  -5.361  2.972  0.079
H  -13.971  -3.900  2.334  0.107
H  -15.191  -4.536  5.101  0.117
H  -15.850  -3.157  4.202  0.110
O  -13.329  2.112  -7.107  0.061
C  -14.406  1.488  -6.952  -0.361
O  -15.084  1.126  -8.141  0.002
C  -16.361  0.562  -7.774  -0.140
C  -16.455  0.587  -6.215  -0.153
C  -15.206  1.183  -5.758  -0.107
H  -16.522  -0.412  -8.237  0.104
H  -17.233  1.026  -8.234  0.117
H  -16.644  -0.388  -5.765  0.115
H  -17.313  1.215  -5.979  0.115
H  -14.707  0.675  -4.933  0.129
H  -15.533  2.191  -5.503  0.145
O  -4.069  -3.044  -6.948  0.171
C  -3.742  -3.525  -5.944  -0.524
O  -2.586  -4.242  -5.797  0.034
C  -2.465  -4.594  -4.403  -0.134
C  -3.939  -4.635  -3.868  -0.125
C  -4.509  -3.503  -4.672  -0.108
H  -1.900  -3.860  -3.828  0.120
H  -1.951  -5.552  -4.324  0.123
H  -3.911  -4.164  -2.885  0.106
H  -4.454  -5.595  -3.883  0.123
H  -4.128  -2.540  -4.330  0.132
H  -5.540  -3.732  -4.941  0.136
O  -13.485  -1.754  -4.945  0.063
C  -12.608  -1.766  -4.084  -0.452
O  -12.783  -2.546  -2.973  0.031
C  -11.636  -2.497  -2.102  -0.117
C  -10.553  -1.842  -2.989  -0.121
C  -11.249  -1.163  -4.211  -0.049
H  -11.445  -3.441  -1.592  0.113
H  -11.751  -1.755  -1.311  0.117
H  -9.909  -2.618  -3.402  0.101
H  -9.849  -1.128  -2.563  0.094
H  -10.863  -1.329  -5.216  0.124
H  -11.309  -0.081  -4.093  0.124
O  -10.483  -4.689  0.554  0.140
C  -9.572  -4.279  1.178  -0.567
O  -8.679  -5.083  1.751  0.044
C  -8.024  -4.545  2.918  -0.167
C  -8.796  -3.328  3.280  -0.119
C  -9.416  -3.008  1.855  -0.057
H  -7.024  -4.143  2.760  0.125
H  -7.998  -5.168  3.812  0.130
H  -8.156  -2.528  3.654  0.116
H  -9.414  -3.637  4.123  0.108
H  -8.747  -2.515  1.150  0.134
H  -10.344  -2.454  1.711  0.128
O  -17.424  -6.735  -9.083  0.144
C  -17.353  -5.735  -8.433  -0.536
O  -16.358  -5.569  -7.597  0.056
C  -16.443  -4.280  -7.030  -0.159
C  -17.838  -3.817  -7.376  -0.193
C  -18.023  -4.463  -8.684  -0.094
H  -15.729  -3.566  -7.442  0.130
H  -16.534  -4.251  -5.945  0.138
H  -17.889  -2.729  -7.326  0.109
H  -18.689  -4.019  -6.726  0.126
H  -17.480  -3.944  -9.474  0.147
H  -19.088  -4.484  -8.916  0.138
O  -18.713  -0.897  3.299  0.084
C  -17.591  -0.511  2.961  -0.583
O  -16.682  -1.299  2.612  0.062
C  -15.489  -0.605  2.154  -0.124
C  -15.820  0.815  2.184  -0.178
C  -16.994  0.825  3.100  -0.078
H  -15.349  -0.905  1.115  0.141
H  -14.734  -0.709  2.933  0.132
H  -16.151  1.117  1.190  0.123
H  -15.004  1.480  2.467  0.130
H  -17.826  1.529  3.062  0.142
H  -16.588  0.660  4.097  0.149
C  -6.669  -1.346  -2.878  -0.132
C  -5.366  -0.718  -2.463  -0.239
O  -5.637  0.376  -1.672  -0.188
S  -7.074  1.051  -2.091  0.748
O  -6.811  2.148  -3.120  -0.285
O  -8.011  1.182  -1.004  -0.234
O  -7.587  -0.212  -2.987  -0.217
H  -7.040  -2.127  -2.214  0.121
H  -6.356  -1.858  -3.788  0.104
H  -4.827  -0.334  -3.329  0.127
H  -4.548  -1.219  -1.944  0.145
C  -12.551  -4.451  -7.432  -0.074
C  -11.201  -5.167  -7.168  -0.156
O  -11.550  -6.518  -7.112  -0.214
S  -13.111  -6.796  -6.680  0.692
O  -13.199  -6.523  -5.255  -0.247
O  -13.666  -7.979  -7.386  -0.227
O  -13.576  -5.508  -7.424  -0.240
H  -12.786  -3.875  -8.327  0.114
H  -12.865  -3.848  -6.580  0.110
H  -10.716  -4.980  -6.210  0.122
H  -10.459  -5.001  -7.948  0.136
C  -6.424  0.707  -7.811  -0.204
C  -5.447  -0.296  -8.421  -0.179
O  -6.226  -1.419  -8.425  -0.200
S  -7.770  -1.419  -7.733  0.706
O  -7.877  -2.259  -6.580  -0.242
O  -8.771  -1.697  -8.721  -0.246
O  -7.637  0.187  -7.427  -0.197
H  -6.562  1.597  -8.426  0.120
H  -6.053  1.063  -6.850  0.135
H  -4.685  -0.500  -7.669  0.117
H  -5.020  -0.085  -9.401  0.142
C  -15.143  -8.542  1.316  -0.166
C  -15.638  -8.900  -0.053  -0.181
O  -15.511  -7.732  -0.876  -0.204
S  -14.567  -6.558  -0.140  0.699
O  -14.875  -5.196  -0.286  -0.189
O  -13.167  -6.960  -0.303  -0.256
O  -15.108  -7.097  1.310  -0.221
H  -14.144  -8.922  1.531  0.128
H  -15.859  -8.998  2.000  0.136
H  -16.708  -9.097  0.006  0.128
H  -15.232  -9.779  -0.552  0.137
C  -10.099  -7.605  -1.918  -0.141
C  -10.708  -6.881  -3.070  -0.158
O  -9.940  -5.675  -3.365  -0.205
S  -8.406  -5.815  -2.943  0.721
O  -7.879  -4.701  -2.113  -0.290
O  -7.583  -5.996  -4.127  -0.263
O  -8.679  -7.275  -2.064  -0.211
H  -10.172  -8.691  -1.850  0.142
H  -10.402  -7.184  -0.960  0.111
H  -11.761  -6.602  -3.020  0.122
H  -10.792  -7.582  -3.901  0.129
C  -10.120  2.230  -6.712  -0.184
C  -9.924  3.415  -5.728  -0.132
O  -9.213  4.428  -6.452  -0.206
S  -8.783  4.040  -8.000  0.774
O  -7.288  4.130  -7.998  -0.282
O  -9.533  4.850  -8.925  -0.232
O  -9.397  2.440  -7.920  -0.218
H  -11.131  2.191  -7.117  0.089
H  -9.947  1.240  -6.290  0.114
H  -9.540  3.130  -4.749  0.126
H  -10.947  3.787  -5.675  0.123

Values from the calculation:
E_LUMO (Ha): -0.0068
Max |F| (eV Å⁻¹): 5.5
Total charge: 0
2S+1: 1
Frontier orbital gap (eV): 9.42
Energy above the lowest of the compared OMol25 structures with the same formula, charge and spin (kcal/mol): 269.8

2.
# C6H15NO2

A 2-piece molecular cluster, C6H15NO2 overall in a non-equilibrium geometry (the ωB97M-V functional and the def2-TZVPD basis, the OMol25 dataset).

Last column: natural (NBO) charge in e.
Element x y z (Å)
O  2.721  -0.250  -0.542  -0.636
C  2.187  -1.227  0.024  0.686
N  2.918  -2.301  0.393  -0.454
C  2.597  -3.133  1.489  -0.407
C  0.000  0.000  0.000  -0.610
C  4.316  -3.240  -1.506  -0.617
C  0.729  -1.240  0.495  -0.503
C  4.264  -2.467  -0.185  -0.213
H  2.718  -2.531  2.405  0.188
H  3.249  -4.019  1.562  0.223
H  1.549  -3.472  1.428  0.202
H  -0.014  0.715  0.840  0.208
H  -1.019  -0.397  -0.140  0.199
H  0.297  0.538  -0.916  0.243
H  5.286  -3.426  -1.997  0.222
H  3.667  -2.689  -2.206  0.211
H  3.845  -4.211  -1.279  0.198
H  0.753  -1.362  1.595  0.225
H  0.160  -2.092  0.075  0.219
H  4.791  -1.497  -0.266  0.225
H  4.861  -3.120  0.481  0.190
O  4.435  -7.204  1.023  -0.943
H  4.728  -8.007  1.511  0.473
H  3.486  -7.370  0.821  0.471

Values from the calculation:
E_LUMO (Ha): 0.0195
Max |F| (eV Å⁻¹): 2.8
Total charge: 0
2S+1: 1
Frontier orbital gap (eV): 9.50
SMILES string: CCC(=O)N(C)CC.O
Energy above the lowest of the compared OMol25 structures with the same formula, charge and spin (kcal/mol): 33.7

3.
# C32H34CoF3NO2S2Sb

C32H34CoF3NO2S2Sb as an isolated structure (the ωB97M-V functional and the def2-TZVPD basis, the OMol25 dataset).

Last column: Mulliken spin population.
Element x y z (Å)
Co  0.248  -1.829  -1.336  1.134
O  2.392  -0.989  -0.258  0.029
C  2.500  -1.668  0.951  -0.002
C  1.350  -2.596  1.291  0.005
C  1.403  -3.284  2.501  0.004
C  0.366  -4.116  2.866  -0.002
C  -0.715  -4.245  2.004  0.002
C  -0.697  -3.536  0.822  0.003
N  0.311  -2.730  0.465  -0.031
H  2.466  -1.703  -0.981  -0.012
H  2.562  -0.929  1.756  0.000
H  3.420  -2.268  0.995  0.000
H  2.263  -3.148  3.145  0.000
H  0.393  -4.652  3.806  0.000
H  -1.558  -4.880  2.239  0.000
H  -1.517  -3.586  0.118  0.003
C  -3.310  1.026  -1.972  0.002
C  -2.061  0.199  -2.113  -0.021
S  -1.678  -0.871  -0.771  -0.025
C  -1.272  0.214  -3.195  0.001
C  -1.564  1.083  -4.394  0.002
S  0.151  -0.807  -3.304  -0.073
H  -3.482  1.284  -0.925  -0.001
H  -4.194  0.483  -2.325  0.000
H  -3.240  1.956  -2.540  0.000
H  -1.591  2.143  -4.125  0.000
H  -2.529  0.834  -4.846  0.000
H  -0.794  0.951  -5.153  0.001
C  1.086  -4.420  -3.375  0.017
C  2.282  -3.670  -2.784  -0.006
C  2.959  -2.823  -3.867  0.001
C  3.294  -4.685  -2.238  -0.001
O  1.872  -2.877  -1.706  -0.037
H  1.397  -5.094  -4.178  0.000
H  0.360  -3.708  -3.770  -0.005
H  0.604  -5.010  -2.591  -0.001
H  3.333  -3.449  -4.683  0.000
H  3.803  -2.281  -3.432  0.000
H  2.258  -2.097  -4.277  -0.001
H  3.669  -5.347  -3.024  0.000
H  2.823  -5.290  -1.460  0.000
H  4.141  -4.156  -1.794  0.000
F  0.036  4.518  -3.547  0.000
C  -0.020  3.743  -2.433  0.000
C  0.934  2.767  -2.252  0.000
C  0.859  1.975  -1.113  0.009
C  -0.152  2.167  -0.176  -0.006
C  -1.105  3.156  -0.402  0.000
C  -1.047  3.956  -1.536  0.000
Sb  -0.180  0.890  1.528  0.013
C  -2.127  1.459  2.275  0.000
C  -2.354  2.660  2.945  0.000
C  -3.611  2.990  3.440  0.000
C  -4.641  2.092  3.256  0.000
F  -5.871  2.403  3.737  0.000
C  -4.465  0.892  2.601  0.000
C  -3.202  0.583  2.113  -0.001
C  0.818  2.357  2.809  0.002
C  1.303  3.586  2.367  0.000
C  1.954  4.464  3.227  0.000
C  2.113  4.095  4.546  0.000
F  2.743  4.945  5.395  0.000
C  1.657  2.887  5.033  0.000
C  1.017  2.026  4.150  0.000
H  1.692  2.601  -3.005  -0.001
H  1.579  1.176  -0.984  -0.004
H  -1.917  3.303  0.301  0.000
H  -1.786  4.722  -1.734  0.000
H  -1.539  3.360  3.092  0.000
H  -3.793  3.922  3.958  0.000
H  -5.304  0.220  2.473  0.000
H  -3.060  -0.344  1.572  0.002
H  1.171  3.874  1.330  0.000
H  2.332  5.420  2.888  0.000
H  1.806  2.635  6.074  0.000
H  0.660  1.072  4.528  0.000

Values from the calculation:
E_LUMO (alpha / beta) (Ha): 0.0898 / 0.0898
Max |F| (eV Å⁻¹): 0.1
Total charge: -1
<S²>: 0.775
2S+1: 2
Frontier orbital gap (alpha / beta) (eV): 5.99 / 6.03
Energy above the lowest of the compared OMol25 structures with the same formula, charge and spin (kcal/mol): 0.0

> The highest energy above the lowest of the compared OMol25 structures with the same formula, charge and spin belongs to which entry?

C44H72O40S6

> max |F| of number 2 (C6H15NO2)?

2.8 eV Å⁻¹